One molecule with the formula C6H15P. Source: the OMol25 dataset; level of theory: the ωB97M-V functional and the def2-TZVPD basis.

Properties
- gap between HOMO and LUMO (eV) = 8.605
- structure (SMILES) = C=[P@@H](C)CC(C)C
- calculated total energy (hartree) = -578.84141
- E_LUMO (eV) = 0.939
- energy relative to the best compared isomer or geometry (same formula, charge and spin) (eV) = 2.0702

```
! wB97M-V def2-TZVPD RIJCOSX def2/J DEFGRID3
* xyz 0 1
H 3.114 1.067 0.398
H 3.455 -1.925 -0.926
C -0.154 -0.336 -0.670
C -1.807 1.429 0.409
H -0.382 -1.323 -1.089
H -2.331 1.431 1.333
H -2.408 1.468 -0.556
H -1.038 2.146 0.366
H -3.280 -0.434 0.934
H 1.645 -1.035 1.015
C -2.318 -0.925 0.683
P 1.621 -0.592 -0.253
C -1.152 0.051 0.575
H 1.525 1.851 0.789
C 2.396 -1.688 -1.319
H -2.184 -1.704 1.425
H -0.288 0.566 -1.331
H -2.617 -1.457 -0.267
C 2.110 1.124 0.100
H -0.597 -0.027 1.534
H 2.603 -1.232 -2.200
H 2.087 1.546 -0.949
*
```



C36H37BrIN5O2SSiTc as an isolated structure. Source: the OMol25 dataset; level of theory: the ωB97M-V functional and the def2-TZVPD basis.

Properties
- gap between HOMO and LUMO (alpha / beta) (eV) = 7.241 / 5.812
- calculated total energy (hartree) = -5458.50468
- E_LUMO (alpha / beta) (eV) = -0.195 / -1.601
- energy relative to the best compared isomer or geometry (same formula, charge and spin) (eV) = 2.0190

```
! wB97M-V def2-TZVPD RIJCOSX def2/J DEFGRID3
* xyz 0 4
C -1.546 3.066 -2.740
Br -6.600 -4.021 -0.875
Tc 1.389 -0.614 0.256
C -4.957 -3.326 -0.235
C 6.234 0.370 0.114
C 5.681 0.038 1.374
C -2.156 0.929 4.134
H 0.398 3.517 -3.337
C 4.591 -0.595 3.874
C -0.224 2.914 -2.687
C -1.274 -1.742 1.218
H -4.443 -2.459 -2.128
H -1.030 -4.993 -3.385
C 0.127 2.215 -0.285
H 3.485 0.073 -1.812
H 2.592 1.619 1.923
H -1.457 1.623 4.607
H -3.244 1.138 -0.409
C -0.694 -4.123 -3.952
H -0.659 4.261 -0.604
H -5.244 -4.114 1.738
C -2.515 2.273 -1.985
C 5.962 -0.288 3.757
H -0.312 -0.712 -3.991
C -4.288 0.643 1.947
C -2.566 -2.307 0.697
N 1.113 1.526 0.544
H 1.151 -3.169 -4.544
C 3.462 -0.252 0.297
H -1.124 -3.232 -3.492
N 0.948 -1.679 -2.539
H -3.076 -3.192 2.567
H -2.285 -1.541 -1.276
N 0.928 -0.508 -1.789
H 0.285 0.884 -4.462
S 1.772 -2.881 -0.230
H -3.482 2.164 -2.468
H -1.291 0.748 -3.710
H 1.545 -4.735 -2.089
O -0.651 -0.991 0.381
C -3.392 -3.036 1.544
H 2.537 4.050 2.228
C -0.287 0.332 -3.711
C -3.305 3.431 2.746
H -3.998 -0.316 1.510
C 0.472 1.918 -1.787
C 4.070 0.072 -0.898
H -1.960 3.773 -3.450
C 6.489 0.019 2.537
H 4.176 -0.838 4.843
N -1.454 1.714 1.438
C 1.855 3.598 1.524
C 1.320 -2.754 -1.905
C 3.802 -0.588 2.759
I 1.771 -1.069 2.928
H 7.290 0.606 0.052
H -2.969 0.731 4.836
C 0.105 3.709 -0.077
H 7.543 0.255 2.439
O -0.915 -1.979 2.370
C 0.827 -4.029 -3.958
H -4.940 0.427 2.798
C -2.945 -2.101 -0.625
N 1.396 -3.899 -2.628
H -2.456 4.031 3.080
H -3.664 3.847 1.802
C -4.595 -3.548 1.084
C -1.292 1.793 0.197
H -1.633 -0.009 3.940
Si -2.810 1.638 2.543
H 5.867 0.630 -1.963
H -1.079 -4.210 -4.969
H -4.882 1.190 1.212
C 0.347 0.492 -2.359
C 1.877 2.193 1.348
C -4.143 -2.611 -1.100
H 0.853 5.416 0.927
H 1.267 -4.916 -4.414
H 6.587 -0.299 4.640
C -2.389 1.684 -0.788
C 4.297 -0.274 1.463
C 5.443 0.384 -0.996
C 0.930 4.345 0.792
H 1.545 2.135 -1.839
H -4.104 3.536 3.484
*
```